(1)
This record from OMol25 describes a cluster of 2 separate species, C10H17ClF2N2O2P in total. The level of theory is ωB97M-V/def2-TZVPD.

As for the orbital gap: 6.450 eV. The total energy is -1652.3641 a.u. The charge is -1.

Each atom is followed by the atoms it is bonded to, with distances in Å.
Atoms and positions in Å:
1 O -1.753 2.403 -2.400  C5 1.210
2 C -0.263 -1.383 2.305  H16 1.130, H22 1.139, C30 1.624, C33 1.596
3 H -1.780 -1.576 0.651  C30 1.140
4 N -1.870 1.195 -0.429  C5 1.453, H8 1.025, C15 1.495
5 C -2.444 2.006 -1.489  O1 1.210, N4 1.453, F18 1.395
6 H 0.768 0.603 0.215  P31 1.428
7 H 1.955 -1.875 -1.939  C24 1.137
8 H -1.193 1.726 0.128  N4 1.025
9 H -0.477 1.469 5.891  C28 1.121
10 H -0.410 -2.868 0.659  C30 1.129
11 H 3.121 2.512 -0.786  N14 1.033
12 C -1.171 -0.036 4.281  C28 1.228, C33 1.583
13 Cl 2.154 -1.643 0.560  P31 2.208
14 N 2.446 2.275 -1.530  H11 1.033, C17 1.508, H26 1.030
15 C -1.228 0.005 -1.067  N4 1.495, O20 1.215, P31 1.897
16 H 0.410 -2.159 2.778  C2 1.130
17 C 2.842 0.893 -1.987  N14 1.508, H23 1.129, H25 1.141, C35 1.585
18 F -3.797 2.345 -1.522  C5 1.395
19 F -3.425 -0.706 -0.768  no bonds
20 O -1.823 -0.487 -2.006  C15 1.215
21 H 0.846 0.838 -3.045  C35 1.128
22 H 0.271 -0.378 2.270  C2 1.139
23 H 3.227 0.340 -1.081  C17 1.129
24 C 1.092 -1.139 -2.011  H7 1.137, H29 1.127, P31 1.876, C35 1.615
25 H 3.734 1.017 -2.688  C17 1.141
26 H 1.542 2.225 -1.038  N14 1.030
27 H 2.158 -0.285 -3.735  C35 1.139
28 C -0.990 0.727 5.226  H9 1.121, C12 1.228
29 H 0.351 -1.604 -2.722  C24 1.127
30 C -0.665 -1.775 0.780  C2 1.624, H3 1.140, H10 1.129, P31 1.902
31 P 0.393 -0.658 -0.338  H6 1.428, Cl13 2.208, C15 1.897, C24 1.876, C30 1.902
32 H -2.458 -0.835 2.677  C33 1.135
33 C -1.536 -1.176 3.244  C2 1.596, C12 1.583, H32 1.135, H34 1.127
34 H -1.710 -2.119 3.837  C33 1.127
35 C 1.696 0.143 -2.786  C17 1.585, H21 1.128, C24 1.615, H27 1.139

=====

(2)
This record from OMol25 describes an isolated molecule of C10H17ClSi. The level of theory is ωB97M-V/def2-TZVPD.

For the relative energy (zero: lowest compared OMol25 entry of this formula, charge and spin), the calculation gives 63.96 kcal per mole. As for the orbital gap: 10.234 eV. The total energy is -1140.8256 a.u. The charge is 0.

Each atom is followed by the atoms it is bonded to, with distances in Å.
Atoms and positions in Å:
1 H 0.721 -1.392 2.348  C16 1.108
2 H -1.836 -0.662 -2.482  C15 1.081
3 H 3.482 0.432 0.941  C18 1.014
4 C -2.391 0.783 0.022  H5 1.108, Si9 1.937, H23 1.008, H28 1.122
5 H -2.360 1.303 -0.956  C4 1.108
6 C 1.822 -0.640 0.473  C14 1.512, C16 1.511, C18 1.506, Cl19 1.826
7 C 0.790 1.765 0.513  H10 1.192, C14 1.711, C21 1.503, H25 0.991
8 H 1.572 2.825 -1.465  C21 1.135
9 Si -1.092 -0.644 -0.144  C4 1.937, C14 1.870, C15 1.937, C26 1.898
10 H 1.437 2.086 1.461  C7 1.192
11 H 3.353 1.333 -1.651  C29 0.981
12 H -2.250 -2.069 1.613  C26 1.108
13 H 3.859 -0.675 -0.288  C18 1.148
14 C 0.494 0.080 0.534  C6 1.512, C7 1.711, Si9 1.870, C16 1.536
15 C -0.839 -0.622 -2.064  H2 1.081, Si9 1.937, H20 1.089, H22 1.132
16 C 1.120 -0.512 1.806  H1 1.108, C6 1.511, C14 1.536, H27 0.989
17 H -1.214 -3.006 0.746  C26 1.066
18 C 3.080 0.086 0.077  H3 1.014, C6 1.506, H13 1.148, C29 1.550
19 Cl 1.795 -2.311 -0.262  C6 1.826
20 H -0.243 -1.468 -2.402  C15 1.089
21 C 1.671 2.011 -0.681  C7 1.503, H8 1.135, C29 1.331
22 H -0.271 0.333 -2.281  C15 1.132
23 H -3.240 0.339 0.336  C4 1.008
24 H -2.688 -2.408 -0.024  C26 1.009
25 H -0.075 2.224 0.364  C7 0.991
26 C -1.898 -2.207 0.571  Si9 1.898, H12 1.108, H17 1.066, H24 1.009
27 H 1.573 0.075 2.460  C16 0.989
28 H -2.134 1.507 0.840  C4 1.122
29 C 2.750 1.258 -0.882  H11 0.981, C18 1.550, C21 1.331

=====

Copy entry 1 word for word.
This record from OMol25 describes a cluster of 2 separate species, C10H17ClF2N2O2P in total. The level of theory is ωB97M-V/def2-TZVPD.

As for the orbital gap: 6.450 eV. The total energy is -1652.3641 a.u. The charge is -1.

Each atom is followed by the atoms it is bonded to, with distances in Å.
Atoms and positions in Å:
1 O -1.753 2.403 -2.400  C5 1.210
2 C -0.263 -1.383 2.305  H16 1.130, H22 1.139, C30 1.624, C33 1.596
3 H -1.780 -1.576 0.651  C30 1.140
4 N -1.870 1.195 -0.429  C5 1.453, H8 1.025, C15 1.495
5 C -2.444 2.006 -1.489  O1 1.210, N4 1.453, F18 1.395
6 H 0.768 0.603 0.215  P31 1.428
7 H 1.955 -1.875 -1.939  C24 1.137
8 H -1.193 1.726 0.128  N4 1.025
9 H -0.477 1.469 5.891  C28 1.121
10 H -0.410 -2.868 0.659  C30 1.129
11 H 3.121 2.512 -0.786  N14 1.033
12 C -1.171 -0.036 4.281  C28 1.228, C33 1.583
13 Cl 2.154 -1.643 0.560  P31 2.208
14 N 2.446 2.275 -1.530  H11 1.033, C17 1.508, H26 1.030
15 C -1.228 0.005 -1.067  N4 1.495, O20 1.215, P31 1.897
16 H 0.410 -2.159 2.778  C2 1.130
17 C 2.842 0.893 -1.987  N14 1.508, H23 1.129, H25 1.141, C35 1.585
18 F -3.797 2.345 -1.522  C5 1.395
19 F -3.425 -0.706 -0.768  no bonds
20 O -1.823 -0.487 -2.006  C15 1.215
21 H 0.846 0.838 -3.045  C35 1.128
22 H 0.271 -0.378 2.270  C2 1.139
23 H 3.227 0.340 -1.081  C17 1.129
24 C 1.092 -1.139 -2.011  H7 1.137, H29 1.127, P31 1.876, C35 1.615
25 H 3.734 1.017 -2.688  C17 1.141
26 H 1.542 2.225 -1.038  N14 1.030
27 H 2.158 -0.285 -3.735  C35 1.139
28 C -0.990 0.727 5.226  H9 1.121, C12 1.228
29 H 0.351 -1.604 -2.722  C24 1.127
30 C -0.665 -1.775 0.780  C2 1.624, H3 1.140, H10 1.129, P31 1.902
31 P 0.393 -0.658 -0.338  H6 1.428, Cl13 2.208, C15 1.897, C24 1.876, C30 1.902
32 H -2.458 -0.835 2.677  C33 1.135
33 C -1.536 -1.176 3.244  C2 1.596, C12 1.583, H32 1.135, H34 1.127
34 H -1.710 -2.119 3.837  C33 1.127
35 C 1.696 0.143 -2.786  C17 1.585, H21 1.128, C24 1.615, H27 1.139